12
Properties=species:S:1:pos:R:3 method="wB97M-V/def2-TZVPD" e_homo_ev="-6.81 / -11.84" largest_force_ev_per_a=2.65 multiplicity=3 s2=2.0067 homo_lumo_gap_ev="7.64 / 10.23" e_tot_ev=-22016.7187 lumo_energy_ha="0.0307 / -0.0595"
C -0.10 0.09 -0.20
C -1.96 0.03 3.07
O -1.16 0.07 0.41
O -2.39 -1.00 2.92
Si -0.28 -0.55 -1.99
Si 1.45 0.78 0.62
H 1.15 -0.22 -2.40
H -0.44 -1.95 -1.80
H -1.39 -0.19 -2.86
H 2.58 0.45 -0.11
H 1.31 0.28 2.00
H 1.24 2.21 0.34

78
Properties=species:S:1:pos:R:3 method="wB97M-V/def2-TZVPD" e_homo_ev=-7.99 largest_force_ev_per_a=7.88 multiplicity=1 homo_lumo_gap_ev=6.55 smiles="COCCCCCCCCc1c(CCCCl)c(CCCCO)c([PH2]=N)c2ncc(P(C)C)nc12" e_tot_ev=-67319.9970 lumo_energy_ha=-0.0527
C 2.76 0.10 2.58
O 3.74 0.57 3.58
C 4.26 1.91 3.25
C 5.22 1.94 1.91
C 4.67 3.12 0.90
C 4.85 2.64 -0.68
C 3.42 2.72 -1.48
C 2.91 1.23 -1.91
C 1.62 0.71 -0.97
C 0.38 0.47 -2.02
C -0.90 -0.38 -1.37
C -0.68 -1.95 -0.84
C 0.76 -2.74 -0.86
C 1.55 -2.71 -2.30
C 2.76 -3.86 -2.18
Cl 4.42 -2.97 -2.36
C -2.03 -2.74 -0.25
C -2.03 -4.30 0.27
C -1.76 -4.48 1.89
C -0.67 -3.43 2.52
C -1.33 -2.01 3.04
O -2.71 -2.17 3.59
C -3.50 -1.96 -0.16
P -5.05 -2.87 0.58
N -6.05 -3.24 -0.65
C -3.71 -0.38 -0.66
N -5.09 0.19 -0.48
C -5.05 1.62 -0.94
C -3.79 2.44 -1.57
P -4.00 4.29 -2.12
C -2.24 5.10 -2.05
C -5.03 5.27 -0.83
N -2.45 1.80 -1.74
C -2.39 0.37 -1.26
H 2.14 -0.77 3.08
H 1.97 0.95 2.30
H 3.27 -0.38 1.62
H 3.31 2.63 3.16
H 4.93 2.33 4.14
H 6.35 2.14 2.19
H 5.18 0.89 1.36
H 3.53 3.31 1.08
H 5.23 4.16 1.03
H 5.67 3.31 -1.19
H 5.23 1.53 -0.73
H 3.58 3.36 -2.47
H 2.57 3.28 -0.87
H 2.56 1.30 -3.05
H 3.77 0.40 -1.88
H 2.00 -0.25 -0.42
H 1.34 1.51 -0.15
H 0.07 1.53 -2.43
H 0.69 -0.15 -3.00
H 1.40 -2.28 0.04
H 0.65 -3.90 -0.58
H 0.89 -2.97 -3.24
H 2.13 -1.68 -2.41
H 2.66 -4.71 -2.98
H 2.76 -4.26 -1.06
H -1.20 -4.98 -0.27
H -3.05 -4.87 0.05
H -2.80 -4.52 2.46
H -1.29 -5.57 2.02
H 0.26 -3.23 1.84
H -0.24 -3.96 3.50
H -1.35 -1.27 2.12
H -0.64 -1.61 3.92
H -3.12 -1.27 3.47
H -5.66 -1.93 1.52
H -4.67 -4.03 1.38
H -5.54 -2.90 -1.51
H -6.07 2.23 -0.82
H -1.81 4.87 -0.98
H -2.38 6.28 -2.11
H -1.57 4.67 -2.91
H -6.11 5.56 -1.20
H -5.06 4.66 0.18
H -4.45 6.29 -0.62

8
Properties=species:S:1:pos:R:3 method="wB97M-V/def2-TZVPD" e_homo_ev="-3.63 / -3.63" largest_force_ev_per_a=5.90 multiplicity=1 charge=-1 homo_lumo_gap_ev="5.91 / 5.91" e_tot_ev=-22019.2371 lumo_energy_ha="0.0837 / 0.0838"
N 1.54 0.37 -1.28
N 0.66 0.84 -0.52
O -0.66 -1.22 2.09
O 2.52 1.04 -1.63
O -1.12 -1.83 -0.26
O -2.46 -0.06 0.97
S -1.31 -0.85 0.83
H 0.82 1.72 -0.20